No. 1
C24H15F3N3O8S5SbTc | wB97M-V/def2-TZVPD

Results
Total charge   +1
Orbital gap   0.191 Ha
HOMO energy   -10.92 eV

Geometry as XYZ:
```
60
C24H15F3N3O8S5SbTc (wB97M-V/def2-TZVPD)
Tc -0.4004 -1.1138 0.3814
O 3.3509 -1.4340 -0.7035
S 2.0678 -2.0218 -0.5118
O 0.9831 -1.6522 -1.4401
N 1.3321 -1.5755 0.8903
C 1.7193 -1.4164 2.2384
C 2.9591 -1.6058 2.7713
C 3.1523 -1.3994 4.1581
C 2.1220 -1.0150 4.9655
C 0.8275 -0.8061 4.4244
C -0.2899 -0.3993 5.1899
C -1.4965 -0.2195 4.5786
C -1.6067 -0.4373 3.1937
N -0.5938 -0.8117 2.4451
C 0.6298 -1.0050 3.0536
C 2.1807 -3.7710 -0.4883
C 1.9595 -4.4955 0.6711
C 2.0683 -5.8771 0.6220
C 2.3869 -6.5077 -0.5702
C 2.6024 -5.7656 -1.7251
C 2.5026 -4.3868 -1.6918
H 3.7872 -1.9004 2.1394
H 4.1389 -1.5513 4.5740
H 2.2781 -0.8606 6.0253
H -0.1744 -0.2340 6.2538
H -2.3704 0.0918 5.1319
H -2.5553 -0.3017 2.6887
H 1.6908 -4.0056 1.5970
H 1.8935 -6.4595 1.5161
H 2.4645 -7.5863 -0.6035
H 2.8459 -6.2637 -2.6535
H 2.6646 -3.7986 -2.5858
S -1.3351 2.2901 -3.1704
Sb -3.4776 1.8684 -4.8613
S -0.4076 0.6304 -2.7297
S -1.3045 -0.9428 -3.2080
S -3.6038 3.9822 -5.2882
F -3.5595 -4.6067 -1.8227
C -3.3363 -3.6940 -0.8930
F -4.1306 -3.9344 0.1512
F -3.7055 -2.4853 -1.4068
C -1.8459 -3.6536 -0.4700
O -1.0823 -4.5095 -0.8137
O -1.6115 -2.6303 0.3047
O -0.9938 2.4526 1.2822
C -1.4102 1.7075 0.4381
O -0.7258 0.7294 -0.1440
C -2.7547 1.8778 -0.2172
C -3.2991 3.1528 -0.3309
C -4.4201 3.3587 -1.1220
C -4.9460 2.2587 -1.7738
C -4.4897 0.9635 -1.6005
C -3.3847 0.7818 -0.7951
N -5.9730 2.4581 -2.7922
O -6.8493 3.2548 -2.6430
O -5.8078 1.7720 -3.8174
H -2.8013 3.9806 0.1564
H -4.8365 4.3441 -1.2800
H -4.9736 0.1312 -2.0938
H -3.0014 -0.2211 -0.6576
```


No. 2
C6H12O | wB97M-V/def2-TZVPD

Results
Total charge   0
Orbital gap   0.316 Ha
HOMO energy   -8.78 eV

Geometry as XYZ:
```
19
C6H12O (wB97M-V/def2-TZVPD)
C 1.8405 -1.4335 -0.6604
O 1.5384 0.0122 0.8027
C 0.4064 0.6017 1.0240
C -0.0706 1.7998 0.1778
C -1.5116 1.2708 0.1641
C -1.0808 -0.1634 0.5101
C -0.7769 -1.0790 -0.5623
H 2.5080 -1.7103 0.1434
H 2.2302 -0.6337 -1.2795
H 1.5432 -2.3085 -1.2504
H 0.1766 0.7139 2.0971
H 0.1072 2.7982 0.5934
H 0.3960 1.7399 -0.8121
H -2.0743 1.3735 -0.7698
H -2.1119 1.6984 0.9734
H -1.5561 -0.6378 1.3691
H -1.1371 -2.1040 -0.4622
H -0.8765 -0.6959 -1.5814
H 0.4495 -1.2425 -0.4770
```


No. 3
C15H32LaNO3P2 | wB97M-V/def2-TZVPD

Results
Total charge   +2
Orbital gap (alpha / beta)   0.259 / 0.192 Ha
HOMO energy (alpha / beta)   -15.34 / -14.76 eV

Geometry as XYZ:
```
54
C15H32LaNO3P2 (wB97M-V/def2-TZVPD)
La 0.3593 0.5271 0.5274
P 2.0385 -0.1597 -1.7095
C 1.0029 0.3008 -3.0339
C -0.4131 0.0376 -2.9469
N -1.0274 -0.0513 -1.6975
C -2.3600 -0.2930 -1.7178
C -3.1137 -0.4798 -2.8669
C -2.4974 -0.3650 -4.1029
C -1.1453 -0.1044 -4.1308
C -3.1688 -0.3875 -0.4390
P -2.4054 0.4556 1.0084
H -0.5841 0.0033 -5.0533
H -4.1874 -0.6713 -2.7442
H -3.0705 -0.4763 -4.9987
H -4.1647 0.0531 -0.6278
H -3.3339 -1.4504 -0.1852
H 0.6400 2.7414 -3.1541
H 1.4157 0.4910 -4.0267
H 0.2368 3.8522 -1.2040
O 0.6071 3.6225 -2.7187
H 0.6811 4.2760 -3.4243
H 1.2009 2.0047 1.2337
O 0.2130 3.6722 -0.2170
H -0.6220 4.0276 0.1388
C -3.1792 2.1053 0.9044
H -4.2648 2.0331 1.0548
H -2.7501 2.7408 1.6933
H -2.9719 2.6015 -0.0539
C -3.1800 -0.2541 2.4802
H -2.7972 0.2922 3.3538
H -4.2726 -0.1641 2.4474
H -2.8927 -1.3056 2.6066
C 2.9229 -1.7331 -1.9568
H 3.6690 -1.7017 -2.7619
H 3.4276 -1.9591 -1.0004
H 2.2040 -2.5412 -2.1530
C 3.3367 1.1149 -1.5103
H 3.9697 0.7972 -0.6689
H 3.9420 1.1866 -2.4202
H 2.9038 2.0932 -1.2584
C 2.7216 -2.5454 2.6297
C 1.4993 -1.7264 3.0086
C 0.5185 -2.6710 3.6861
C 1.9156 -0.6655 4.0146
O 0.9430 -1.0687 1.8831
H 3.1186 -2.9954 3.5489
H 3.5105 -1.9270 2.1878
H 2.4897 -3.3592 1.9326
H 1.0400 -3.0961 4.5545
H -0.3824 -2.1688 4.0551
H 0.2054 -3.5088 3.0518
H 2.6417 0.0162 3.5586
H 1.0427 -0.0836 4.3300
H 2.3669 -1.1324 4.8929
```


No. 4
C3H4Br2Na5O3 | wB97M-V/def2-TZVPD

Results
Total charge   +3
Orbital gap   0.206 Ha
HOMO energy   -17.44 eV

Geometry as XYZ:
```
17
C3H4Br2Na5O3 (wB97M-V/def2-TZVPD)
Na -0.2727 -8.0365 -2.9829
Na 1.4642 -3.6121 -4.9610
Na -2.7055 -3.7186 -3.9069
Na -3.4694 -6.6443 -2.7774
Na -0.2972 -6.3270 -6.0539
C -0.2763 -5.1211 -3.3394
O -0.3589 -3.8674 -3.5308
O 0.6773 -5.7523 -3.9356
O -1.2826 -5.7659 -2.8602
Br -2.1807 -1.4829 -1.3890
C -0.6454 -2.2648 -0.4933
C -1.0224 -3.6578 -0.0242
Br 0.5688 -4.5971 0.6019
H -0.2065 -1.5467 0.1898
H 0.1005 -2.4375 -1.2717
H -1.4824 -4.1842 -0.8581
H -1.7621 -3.6969 0.7744
```


In kcal per mole, the ΔE to the lowest compared entry with this formula, charge and spin values for the records above are, in order, 42.92 122.21 28.41 31.96.
In hartree, the electronic energy values for the records above are, in order, -4301.073535 -310.864521 -1584.907783 -6301.197370.